Record 1
{"formula": "C11H48AgF6N19O19S2", "method": "ωB97M-V/def2-TZVPD", "spin_multiplicity": 2, "e_lumo_ev": [-2.50, -7.10], "e_homo_ev": [-10.7, -10.7], "s_squared": 0.75, "total_charge": 1, "symbols": ["Ag", "C", "F", "F", "F", "S", "O", "O", "N", "S", "O", "O", "C", "F", "F", "F", "O", "H", "H", "O", "H", "H", "O", "H", "H", "O", "H", "H", "O", "H", "H", "O", "H", "H", "C", "O", "N", "N", "H", "H", "H", "H", "C", "O", "N", "N", "H", "H", "H", "H", "C", "O", "N", "N", "H", "H", "H", "H", "C", "O", "N", "N", "H", "H", "H", "H", "C", "O", "N", "N", "H", "H", "H", "H", "C", "O", "N", "N", "H", "H", "H", "H", "C", "O", "N", "N", "H", "H", "H", "H", "C", "O", "N", "N", "H", "H", "H", "H", "C", "O", "N", "N", "H", "H", "H", "H"], "xyz": [[1.0525, -2.8464, -1.5603], [-1.1773, -0.8424, 1.3921], [-2.3546, -0.3390, 1.7810], [-0.2128, -0.6444, 2.3285], [-1.3898, -2.1567, 1.1487], [-0.7108, 0.1157, -0.2171], [-1.8842, -0.1854, -1.0697], [-0.5849, 1.5514, 0.1546], [0.6883, -0.8282, -0.7430], [1.9053, 0.0383, -0.1940], [1.7434, 0.7350, 1.0904], [3.0565, -0.8558, -0.0878], [2.3852, 1.3126, -1.6577], [2.8439, 0.5769, -2.6883], [1.2537, 2.0456, -1.9334], [3.4556, 2.0543, -1.1894], [-0.6199, -2.1870, -3.1441], [-1.5636, -2.0761, -3.2597], [-0.2758, -2.2579, -4.0345], [1.8123, 0.3276, 4.3001], [1.7050, 0.8832, 3.5281], [1.4974, -0.5326, 4.0223], [-0.8201, -4.2499, -0.6780], [-1.7639, -4.3726, -0.7801], [-0.5679, -4.8796, -0.0027], [-3.4204, 2.5853, 0.7721], [-4.1719, 3.1776, 0.7482], [-3.1804, 2.5392, 1.6975], [1.6739, -3.2893, 0.7419], [1.2692, -2.8336, 1.4799], [2.1712, -4.0019, 1.1433], [3.3624, -3.3360, -1.5375], [3.8869, -3.9542, -2.0464], [3.7977, -3.2961, -0.6860], [-1.9273, -1.6940, 5.7089], [-2.1131, -2.5737, 4.9056], [-1.7644, -1.9644, 6.9581], [-1.8876, -0.4462, 5.5157], [-1.5535, -2.9448, 7.0784], [-1.6231, -1.2350, 7.6423], [-1.6084, 0.1527, 6.2796], [-2.2574, -0.0123, 4.6820], [3.1563, 3.8452, 1.7253], [4.2120, 4.0614, 1.2875], [3.0243, 3.2610, 2.8678], [2.0756, 4.0175, 1.0298], [3.7810, 3.4409, 3.5120], [2.0654, 3.0528, 3.1072], [1.1741, 3.7179, 1.3728], [2.2517, 4.4490, 0.1337], [-3.7458, -0.1594, -4.0639], [-2.9496, -1.0503, -4.4378], [-4.4986, 0.6996, -4.6982], [-3.9835, -0.0304, -2.8177], [-5.1607, 1.3054, -4.2347], [-4.4258, 0.3714, -5.6506], [-3.2606, -0.2722, -2.1551], [-4.7157, 0.5947, -2.5124], [5.7161, -3.4229, 1.1617], [4.9905, -4.1459, 0.5265], [5.4974, -2.2004, 1.3314], [6.8149, -3.8050, 1.7992], [4.6491, -1.7281, 1.0530], [6.0691, -1.6889, 1.9884], [7.0831, -4.7780, 1.7626], [6.9194, -3.2916, 2.6627], [-0.0391, 2.2935, -5.0263], [0.4700, 1.2127, -5.2085], [0.4648, 3.3849, -4.6127], [-1.3140, 2.4707, -5.2621], [1.4556, 3.4683, -4.4348], [-0.1285, 4.0560, -4.1463], [-1.7902, 1.5923, -5.4096], [-1.6911, 3.3074, -4.8406], [-1.9270, 4.4740, -1.9407], [-1.8636, 4.9488, -3.0807], [-1.3078, 4.8616, -0.8877], [-2.7566, 3.4396, -1.7011], [-0.9512, 5.8064, -0.9039], [-1.3491, 4.3318, -0.0288], [-3.3963, 3.1959, -2.4438], [-2.8156, 3.1863, -0.7252], [-4.3706, -4.0302, 1.6112], [-5.3551, -4.4926, 0.9678], [-4.2160, -2.7906, 1.9141], [-3.4697, -4.8190, 2.0517], [-3.4032, -2.5930, 2.4802], [-4.9160, -2.1763, 1.5234], [-2.7805, -4.3611, 2.6309], [-3.3233, -5.7137, 1.6066], [-1.0813, 3.2917, 3.2191], [-0.0179, 3.1236, 2.6915], [-1.8312, 2.4137, 3.7695], [-1.5565, 4.4974, 3.4271], [-2.7352, 2.7554, 4.0628], [-1.4528, 1.4810, 3.8525], [-2.3475, 4.6575, 4.0343], [-0.7981, 5.1545, 3.3120], [2.8260, -2.0835, -4.3355], [1.8557, -2.3823, -3.5441], [2.8636, -1.0592, -5.0905], [3.7806, -2.8728, -4.5333], [2.2461, -0.2820, -4.9041], [3.7969, -0.7530, -5.3253], [3.7212, -3.7629, -4.0598], [4.6378, -2.7362, -5.0497]], "forces_ev_per_angstrom": [[0.8043, -0.2819, -1.5460], [0.2057, 0.3816, -0.7732], [0.7143, 0.0786, 0.4082], [-1.4382, -0.7182, -0.6267], [0.9324, 1.1524, 0.3803], [-2.9867, 0.8014, -0.8990], [2.9561, -0.0971, 1.6278], [0.2637, -3.6635, -0.9254], [-2.8471, 3.4472, 1.4766], [4.5017, 0.7345, 2.5394], [-0.5952, -0.4088, -2.4000], [-0.6496, 0.2703, -1.3641], [0.2446, -0.2115, 2.1369], [-0.9784, 1.0222, 0.5590], [2.6155, -0.9999, -0.1018], [-2.4966, -0.8670, -1.0693], [0.2164, -0.4103, 0.5666], [-0.8766, 0.3728, -0.0823], [0.2772, 0.0924, -0.2577], [-0.0615, -0.0075, 0.5032], [0.1047, 0.1962, -0.4883], [-0.0377, -0.1592, -0.0542], [0.5861, 0.0292, -0.0655], [-0.4293, 0.2037, -0.2945], [0.1653, -0.1497, 0.2587], [-0.1337, -0.1399, 0.3226], [-0.4082, 0.2086, -0.0067], [0.2673, -0.1916, 0.2959], [-0.3013, -0.2296, 0.0273], [-0.2235, 0.3497, 0.1747], [0.4363, -0.3863, -0.0355], [-0.7949, 0.0797, -0.7657], [0.0508, -0.3070, 0.1127], [0.5979, -0.2248, 1.1020], [-0.5878, -3.0301, -0.4655], [-0.3689, -1.3178, -2.5102], [0.8472, -2.0960, 4.0853], [-0.0108, 7.0487, -2.1959], [-0.0185, 0.2773, 0.9512], [0.1144, -0.7917, 0.1581], [-0.1799, 0.1453, -0.5193], [0.0983, -0.4368, 0.2663], [-0.9299, -0.9461, -0.4246], [6.1981, 2.1761, -2.5010], [-1.1986, -1.7751, 4.1388], [-3.3029, 1.0512, -2.3092], [-0.4850, -0.4507, 0.1774], [0.3654, 0.0863, 0.9834], [0.0423, 0.2374, -0.4387], [-0.5220, -0.2846, 0.1224], [1.7383, -2.4883, 0.6980], [-0.5139, 1.3191, -1.2634], [0.1771, 0.1773, -4.4861], [-0.4547, 0.1742, 6.2040], [0.1288, -0.3339, -0.8595], [-1.3826, 1.3496, -0.7609], [-0.4144, -0.0977, 0.0089], [0.4376, -0.1996, 0.2758], [0.4540, -2.9587, -0.0178], [-1.7413, -1.9774, -2.1115], [-1.4912, 7.0171, 1.2259], [2.0821, -1.3528, 1.2356], [-0.0901, -0.1614, -0.2258], [-0.1076, 0.2147, -0.4383], [-0.1595, 0.2096, 0.2467], [0.7469, -0.6356, 0.0020], [-1.3339, -2.3909, -0.7676], [2.2977, -2.0306, -0.3247], [4.1230, 4.5435, 2.2486], [-3.1573, -0.4031, -0.6983], [-0.2609, -0.1592, 0.0336], [0.1079, 0.2699, -0.1161], [-0.6159, 0.4829, 0.2031], [-0.9909, -0.3914, -0.2915], [-2.8339, -1.7403, -3.8057], [0.7559, 0.5626, -0.0243], [2.7326, 2.3046, 3.1307], [-0.1139, -0.3531, -0.1418], [0.3155, -0.3454, 0.2336], [0.0544, 0.3291, -0.1072], [0.2477, -0.2143, 0.4499], [-0.6182, -0.7819, -0.5754], [-6.0340, -2.4406, -3.6042], [1.3532, 1.1499, 0.3729], [0.1269, 3.3327, 0.6196], [4.3124, -2.7526, 1.8470], [-0.5703, 1.1098, -0.0879], [0.4637, 0.3533, 0.5702], [0.4868, -0.9619, 0.0176], [-0.1737, 0.1772, 0.5216], [1.5200, 1.7336, 0.0767], [1.9077, -1.0767, -1.0232], [-2.5483, -4.1819, 1.1505], [-0.4139, 3.5083, -0.5412], [0.1578, -1.0991, 0.4683], [-0.5379, 0.0578, -0.0036], [0.5524, 0.4415, -0.0511], [-0.6974, 0.7268, 0.1396], [-3.3385, 0.0133, 2.5867], [-0.3285, 0.3092, -0.8024], [-0.4339, 4.6622, -1.4004], [4.4600, -5.6565, 0.7165], [-0.6139, 0.2562, -0.1004], [-0.2067, 0.0292, -0.5619], [0.1645, 0.1585, -0.1820], [-0.4715, 0.3513, -0.1643]]}

Record 2
{"formula": "C2H2ClNO3", "method": "ωB97M-V/def2-TZVPD", "e_lumo_ev": 5.41, "e_homo_ev": -2.4, "total_charge": -2, "symbols": ["C", "C", "N", "O", "O", "O", "Cl", "H", "H"], "xyz": [[-1.0025, 0.0093, 1.8668], [-0.0476, 0.6432, 0.8229], [0.7939, 1.4671, 1.2658], [-0.5835, 0.0128, 3.0089], [1.5382, 2.2676, 0.6983], [-2.0766, -0.4939, 1.4548], [0.8367, -6.0536, -11.3072], [-0.1196, 0.7141, -0.1995], [0.6610, 1.4334, 2.3892]], "forces_ev_per_angstrom": [[-1.2218, -1.2605, -2.3548], [-1.4006, -0.6629, 0.8785], [-1.0762, -0.3327, 5.1185], [1.1958, 0.6948, 2.4208], [1.6747, 1.4257, -1.0609], [0.6389, 0.6023, -0.4229], [0.0068, -0.0285, -0.0570], [-0.6950, -0.6044, -2.4086], [0.8773, 0.1661, -2.1137]]}